Entry from the OMol25 dataset: C7H8I2 as an isolated structure (ωB97M-V/def2-TZVPD).

Each line ends with the Löwdin charge.
Positions of all 17 atoms, in Å:
1 C -0.222 1.073 1.880  -0.114
2 C 0.426 1.705 0.694  -0.094
3 C -0.671 -0.186 1.800  -0.287
4 C 0.726 1.033 -0.456  -0.208
5 C -0.878 -0.949 0.555  -0.759
6 C 0.533 -0.411 -0.758  -0.805
7 C 0.194 -0.698 -2.161  -0.193
8 I -2.854 -0.810 -0.148  0.837
9 I 2.229 -1.497 0.052  0.860
10 H -0.159 1.518 2.882  0.107
11 H 0.650 2.763 0.950  0.109
12 H -1.139 -0.776 2.706  0.140
13 H 1.303 1.654 -1.212  0.128
14 H -0.529 -2.020 0.776  0.048
15 H -0.811 -0.171 -2.544  0.121
16 H 0.257 -1.819 -2.241  0.085
17 H 0.945 -0.407 -2.775  0.026

For the gap between HOMO and LUMO, the calculation gives 8.45 eV. The HOMO energy comes out at -8.59 eV. As for the lowest unoccupied orbital energy: -0.15 eV. The spin multiplicity is 1.

Entry from the OMol25 dataset: C7H8I3NO as an isolated structure (ωB97M-V/def2-TZVPD).

Each line ends with the Löwdin charge.
Positions of all 20 atoms, in Å:
1 C -1.610 -0.903 -0.340  -0.520
2 C 0.206 0.608 1.508  -0.264
3 C -2.129 -0.142 0.867  -0.626
4 C -1.016 0.822 0.607  -0.343
5 C 0.776 -0.442 -0.609  -0.527
6 C 1.400 0.488 0.486  -1.172
7 C 1.430 -0.549 -1.948  -0.114
8 N -0.611 0.009 -0.605  0.028
9 O -1.903 -1.885 -0.946  0.131
10 I -4.085 0.677 0.794  0.856
11 I 3.097 -0.512 1.385  0.840
12 I 1.728 2.418 -0.405  0.923
13 H 0.488 1.367 2.293  0.124
14 H 0.254 -0.252 2.091  0.063
15 H -2.160 -0.600 1.865  0.081
16 H -1.166 1.927 0.295  0.134
17 H 0.617 -1.485 -0.418  0.126
18 H 1.391 0.410 -2.590  0.063
19 H 0.779 -1.316 -2.569  0.133
20 H 2.515 -0.639 -1.762  0.063

For the gap between HOMO and LUMO, the calculation gives 9.11 eV. The HOMO energy comes out at -9.59 eV. As for the lowest unoccupied orbital energy: -0.47 eV. The spin multiplicity is 1.

Entry from the OMol25 dataset: a 2-piece molecular cluster, C7H8IP overall (ωB97M-V/def2-TZVPD).

Each line ends with the Löwdin charge.
Positions of all 17 atoms, in Å:
1 C -2.011 0.852 0.050  -0.089
2 C -1.585 1.542 -1.033  -0.112
3 C -1.278 -0.271 0.526  -0.041
4 C -0.368 1.177 -1.616  -0.124
5 C -0.060 -0.614 -0.009  -0.361
6 C 0.336 0.203 -1.064  0.080
7 C 0.735 -1.713 0.466  -0.091
8 P 3.322 0.880 1.527  0.204
9 I 4.582 -0.321 -0.196  0.190
10 H -2.965 0.874 0.504  0.089
11 H -2.169 2.403 -1.356  0.107
12 H -1.684 -0.779 1.359  0.098
13 H -0.052 1.799 -2.505  0.123
14 H 0.477 -1.889 1.530  0.089
15 H 0.550 -2.678 -0.141  0.122
16 H 1.767 -1.317 0.409  -0.019
17 H 4.077 0.295 2.577  -0.266

For the gap between HOMO and LUMO (spin up / spin down), the calculation gives 8.30 / 7.26 eV. The HOMO energy (spin up / spin down) comes out at -8.60 / -8.90 eV. As for the lowest unoccupied orbital energy (spin up / spin down): -0.29 / -1.64 eV. The spin multiplicity is 1.

Entry from the OMol25 dataset: C7H8N as an isolated structure (ωB97M-V/def2-TZVPD).

Each line ends with the Löwdin charge.
Positions of all 16 atoms, in Å:
1 C -1.494 1.203 0.150  0.032
2 C -0.272 1.022 0.394  0.228
3 C 0.642 -0.065 0.027  -0.209
4 C -2.532 0.385 -0.497  0.002
5 C -0.491 -1.247 -0.019  0.000
6 C -1.705 -0.416 0.460  -0.088
7 C 2.944 0.671 -0.084  -0.102
8 N 1.859 -0.193 -0.287  0.055
9 H -3.569 0.547 -0.064  0.162
10 H -2.408 0.382 -1.588  0.157
11 H -0.639 -1.710 -1.019  0.141
12 H -0.495 -2.049 0.731  0.131
13 H -2.084 -0.575 1.476  0.170
14 H 3.364 0.835 -1.202  0.151
15 H 3.713 0.225 0.556  0.103
16 H 2.732 1.713 0.062  0.068

For the gap between HOMO and LUMO, the calculation gives 8.32 eV. The HOMO energy comes out at -14.17 eV. As for the lowest unoccupied orbital energy: -5.85 eV. The spin multiplicity is 1. As for the charge: +1.

Entry from the OMol25 dataset: an isolated ion of composition C7H8N and charge +1 (ωB97M-V/def2-TZVPD).

Each line ends with the Löwdin charge.
Positions of all 16 atoms, in Å:
1 C -1.892 0.816 0.447  0.315
2 C -1.396 -0.378 -0.029  -0.159
3 C -0.558 -1.578 0.380  -0.041
4 C 0.919 1.363 -0.139  -0.108
5 C 1.448 -0.106 0.108  -0.103
6 C -0.539 -0.165 -1.178  -0.150
7 C -0.422 1.151 -0.484  0.070
8 N 0.510 -1.037 -0.530  -0.036
9 H -2.366 1.209 1.342  0.122
10 H -0.231 -1.692 1.510  0.169
11 H -0.967 -2.609 -0.031  0.173
12 H 1.127 1.913 0.805  0.149
13 H 1.305 1.905 -1.005  0.155
14 H 2.494 -0.387 -0.146  0.147
15 H 1.380 -0.027 1.176  0.109
16 H -0.811 -0.378 -2.226  0.188

For the gap between HOMO and LUMO (spin up / spin down), the calculation gives 8.23 / 8.23 eV. The HOMO energy (spin up / spin down) comes out at -14.27 / -14.27 eV. As for the lowest unoccupied orbital energy (spin up / spin down): -6.04 / -6.04 eV. The spin multiplicity is 1. As for the charge: +1.

Entry from the OMol25 dataset: C7H8N2 as an isolated structure (ωB97M-V/def2-TZVPD).

Each line ends with the Löwdin charge.
Positions of all 17 atoms, in Å:
1 C 1.310 0.378 -0.315  -0.361
2 C 1.011 -0.766 0.705  -0.319
3 C -0.028 -0.391 -0.989  -0.151
4 C -1.037 -0.269 0.118  -0.263
5 C -0.355 -0.659 1.290  0.065
6 C -2.396 0.156 -0.104  -0.088
7 C -3.700 0.212 -0.014  0.079
8 H 2.265 1.871 0.520  0.047
9 H 0.997 2.528 -0.485  0.195
10 H 2.258 0.253 -1.031  0.163
11 H 2.153 -1.112 1.151  0.196
12 H 1.602 -1.809 -0.785  0.083
13 H -0.561 -0.580 -2.093  0.188
14 H -0.784 -0.600 2.258  0.099
15 H -4.758 0.800 -0.023  0.081
16 N 1.362 1.627 0.219  0.003
17 N 0.661 -1.639 -0.423  -0.017

For the gap between HOMO and LUMO, the calculation gives 8.63 eV. The HOMO energy comes out at -8.41 eV. As for the lowest unoccupied orbital energy: 0.21 eV. The spin multiplicity is 1.

Entry from the OMol25 dataset: the molecule C7H8N2 (ωB97M-V/def2-TZVPD).

Each line ends with the Löwdin charge.
Positions of all 17 atoms, in Å:
1 C -1.496 -0.501 1.710  -0.110
2 C -0.896 -1.367 0.875  -0.130
3 N -0.215 -0.837 -0.165  -0.089
4 C 0.886 -1.532 -0.771  -0.052
5 C 1.781 -0.689 -1.218  -0.060
6 C 1.327 0.745 -0.926  -0.119
7 N -0.050 0.558 -0.406  -0.083
8 C -0.748 1.426 0.421  -0.120
9 C -1.566 0.978 1.384  -0.096
10 H -2.216 -0.733 2.544  0.100
11 H -0.841 -2.416 1.283  0.141
12 H 0.625 -2.533 -0.784  0.099
13 H 2.735 -0.805 -1.650  0.084
14 H 1.854 1.254 -0.152  0.099
15 H 1.299 1.221 -1.945  0.127
16 H -0.561 2.461 0.063  0.128
17 H -2.232 1.681 1.852  0.080

As for the SMILES: C1=CN2C=CCN2C=C1. For the gap between HOMO and LUMO, the calculation gives 7.10 eV. The HOMO energy comes out at -6.05 eV. As for the lowest unoccupied orbital energy: 1.06 eV. The spin multiplicity is 1.

Entry from the OMol25 dataset: the molecule C7H8N2 (ωB97M-V/def2-TZVPD).

Each line ends with the Löwdin spin population.
Positions of all 17 atoms, in Å:
1 C 0.145 0.268 0.231  0.129
2 C 0.845 1.473 0.249  0.516
3 C -0.788 0.514 -0.668  0.129
4 C -1.122 -3.105 0.852  0.002
5 C 1.348 3.732 -0.562  0.611
6 C -0.162 -2.381 0.279  0.002
7 C 0.256 -1.088 0.982  0.032
8 N -1.453 0.799 -1.663  0.124
9 N 0.922 2.600 -0.146  0.343
10 H -1.284 -4.234 0.536  0.000
11 H -1.845 -2.783 1.571  0.000
12 H 1.407 4.522 0.165  0.049
13 H 1.582 3.680 -1.626  0.043
14 H 0.481 -2.723 -0.486  0.000
15 H 1.298 -1.184 1.092  0.008
16 H -0.412 -0.839 1.826  0.002
17 H -1.215 0.749 -2.631  0.011

As for the expectation value of S²: 2.015. For the gap between HOMO and LUMO (spin up / spin down), the calculation gives 5.54 / 7.80 eV. The HOMO energy (spin up / spin down) comes out at -4.73 / -8.69 eV. As for the lowest unoccupied orbital energy (spin up / spin down): 0.80 / -0.88 eV. The spin multiplicity is 3.

Entry from the OMol25 dataset: the molecule C7H8N2O (ωB97M-V/def2-TZVPD).

Each line ends with the Löwdin charge.
Positions of all 18 atoms, in Å:
1 C 3.440 -0.440 0.247  -0.022
2 C 2.153 0.135 -0.185  -0.524
3 O 1.982 1.270 -0.652  0.048
4 N 1.039 -0.563 0.241  0.099
5 C -0.338 -0.344 0.119  -0.376
6 C -1.226 -1.305 -0.137  -0.043
7 C -2.581 -0.976 -0.259  -0.070
8 C -2.921 0.331 -0.005  -0.132
9 C -1.964 1.245 0.289  -0.153
10 N -0.683 0.905 0.339  0.135
11 H 3.704 -0.275 1.252  0.059
12 H 3.490 -1.678 -0.225  0.180
13 H 4.266 0.087 -0.170  0.058
14 H 1.179 -1.590 0.555  0.167
15 H -0.701 -2.379 -0.214  0.156
16 H -3.373 -1.685 -0.686  0.135
17 H -3.952 0.639 -0.201  0.104
18 H -2.344 2.463 0.429  0.178

As for the SMILES: CC(=O)Nc1ccccn1. For the gap between HOMO and LUMO, the calculation gives 9.80 eV. The HOMO energy comes out at -9.12 eV. As for the lowest unoccupied orbital energy: 0.69 eV. The spin multiplicity is 1.

Entry from the OMol25 dataset: the molecule C7H8N2O2 (ωB97M-V/def2-TZVPD).

Each line ends with the Löwdin charge.
Positions of all 19 atoms, in Å:
1 C -2.551 -1.148 0.225  -0.086
2 C -1.303 -0.547 0.368  -0.235
3 C -0.494 -1.603 -0.024  -0.018
4 C -0.905 0.844 0.550  -0.114
5 C 2.755 -0.053 0.416  -0.108
6 C 1.584 0.753 -1.122  -0.141
7 C 1.394 0.507 0.328  -0.264
8 N -1.125 -2.742 -0.198  0.017
9 N -2.456 -2.430 -0.139  -0.003
10 O 0.421 0.840 1.124  0.005
11 O 2.900 0.173 -0.995  -0.110
12 H -3.412 -0.571 0.363  0.103
13 H -0.819 1.406 -0.444  0.154
14 H -1.672 1.266 1.130  0.115
15 H 3.602 0.484 0.845  0.125
16 H 2.824 -1.108 0.673  0.125
17 H 0.878 0.021 -1.736  0.156
18 H 1.603 1.866 -1.415  0.147
19 H -3.190 -3.066 -0.277  0.131

For the gap between HOMO and LUMO (spin up / spin down), the calculation gives 6.03 / 9.62 eV. The HOMO energy (spin up / spin down) comes out at -6.72 / -8.89 eV. As for the lowest unoccupied orbital energy (spin up / spin down): -0.68 / 0.72 eV. The spin multiplicity is 1.

Entry from the OMol25 dataset: C7H8N2O2 as an isolated structure (ωB97M-V/def2-TZVPD).

Each line ends with the Löwdin charge.
Positions of all 19 atoms, in Å:
1 C -0.799 0.224 -1.330  -0.013
2 C 0.453 0.438 -1.706  -0.064
3 C -1.881 -1.540 1.530  -0.216
4 C -1.050 -0.070 -0.006  -0.313
5 C 1.539 0.897 -0.852  -0.134
6 C 1.630 -0.005 0.584  -0.005
7 C 0.696 1.127 0.877  -0.183
8 N -0.629 0.919 0.771  0.147
9 N -1.841 -1.125 0.259  -0.197
10 O -2.552 -1.031 2.491  0.034
11 O -2.174 -1.948 -0.696  -0.109
12 H -1.525 0.063 -2.111  0.132
13 H 0.618 0.362 -2.752  0.107
14 H -1.337 -2.585 1.767  0.179
15 H 2.583 1.041 -1.349  0.158
16 H 1.242 1.931 -0.515  0.137
17 H 1.452 -1.033 0.574  0.103
18 H 2.538 0.343 1.090  0.108
19 H 1.037 1.992 1.375  0.129

For the gap between HOMO and LUMO (spin up / spin down), the calculation gives 7.69 / 7.69 eV. The HOMO energy (spin up / spin down) comes out at -7.89 / -7.89 eV. As for the lowest unoccupied orbital energy (spin up / spin down): -0.20 / -0.20 eV. The spin multiplicity is 1.

Entry from the OMol25 dataset: a 2-piece molecular cluster, C7H8N2O2 overall (ωB97M-V/def2-TZVPD).

Each line ends with the Löwdin charge.
Positions of all 19 atoms, in Å:
1 C 1.981 -1.950 0.305  -0.055
2 C 0.269 0.078 0.056  -0.263
3 C 0.056 1.465 0.218  -0.049
4 C -1.256 1.929 0.245  -0.057
5 C -2.276 0.857 0.191  -0.002
6 C -1.877 -0.526 -0.300  -0.453
7 C -0.670 -0.837 0.120  -0.038
8 H 3.201 -1.547 0.516  0.162
9 H 1.821 -2.596 -0.646  0.100
10 H 1.362 -2.301 1.224  0.086
11 H 0.744 2.014 0.744  0.082
12 H -1.468 3.015 0.286  0.109
13 H -3.322 1.334 0.151  0.111
14 H -3.765 -1.047 0.606  0.354
15 H -0.507 -2.106 0.444  0.212
16 N 1.486 -0.523 0.242  -0.154
17 N 2.562 0.176 -0.268  -0.060
18 O 2.361 1.341 -0.537  -0.046
19 O -2.832 -1.396 -0.482  -0.041

For the gap between HOMO and LUMO, the calculation gives 6.90 eV. The HOMO energy comes out at -8.12 eV. As for the lowest unoccupied orbital energy: -1.22 eV. The spin multiplicity is 1.

Entry from the OMol25 dataset: the molecule C7H8N2O2 (ωB97M-V/def2-TZVPD).

Each line ends with the Löwdin charge.
Positions of all 19 atoms, in Å:
1 N 1.865 1.646 -0.161  0.071
2 C 1.768 0.338 -0.697  -0.268
3 C 0.399 -0.174 -0.405  -0.206
4 C -0.661 -0.271 -1.289  -0.027
5 C -1.887 -0.730 -0.886  -0.083
6 C -2.123 -0.919 0.468  -0.105
7 C -1.095 -0.785 1.369  -0.085
8 C 0.169 -0.436 0.941  -0.054
9 N 2.580 -0.755 0.057  -0.413
10 O 2.499 -1.914 -0.276  0.093
11 O 3.214 -0.363 0.977  0.075
12 H 1.036 1.738 0.439  0.085
13 H 2.759 1.792 0.466  0.146
14 H 2.140 0.265 -1.741  0.166
15 H -0.645 -0.057 -2.311  0.100
16 H -2.788 -0.833 -1.542  0.124
17 H -3.150 -1.091 0.892  0.121
18 H -1.322 -0.934 2.496  0.140
19 H 0.970 -0.534 1.660  0.119

As for the SMILES: N[C@H](c1ccccc1)[N+](=O)[O-]. For the gap between HOMO and LUMO, the calculation gives 10.18 eV. The HOMO energy comes out at -9.65 eV. As for the lowest unoccupied orbital energy: 0.53 eV. The spin multiplicity is 1.

Short version: ΔE to the lowest compared entry with this formula, charge and spin = 7.4 0.0 20.8 75.9 81.1 172.1 78.0 68.9 43.4 184.1 188.5 242.5 93.7 kcal per mole, in the order given.